Record 1
Density functional theory data (ωB97M-V with the def2-TZVPD basis set) for 2 unconnected molecules or ions with the total composition C10H18OS in a non-equilibrium geometry.

Values from the calculation:
- Energy relative to the best compared isomer or geometry (same formula, charge and spin): 152.46 kcal per mole
- Net charge: 0
- E_tot: -23537.9140 eV
- HOMO (spin up / spin down): -8.44 / -7.97 eV

Last column: Löwdin charge in e.
Element x y z (Å)
1 C -1.32 -1.93 -0.11  -0.213
2 H -2.93 -1.41 1.24  0.087
3 H 4.17 0.38 0.43  0.089
4 H 0.34 1.20 -2.46  0.083
5 H 3.59 -1.48 0.83  0.044
6 H -0.52 2.99 0.62  0.082
7 C 1.61 1.34 0.60  -0.144
8 O -0.72 1.91 2.62  -0.619
9 H -1.49 -1.09 -2.17  0.099
10 C -2.13 -2.23 1.07  -0.185
11 H 1.22 1.81 1.55  0.112
12 H 1.76 0.41 -1.91  0.055
13 H -0.20 -2.19 -0.12  0.118
14 C 2.19 -0.15 0.79  -0.162
15 C -0.16 2.70 -0.40  -0.025
16 H 1.43 -0.95 1.14  0.117
17 H -1.00 2.63 -1.12  0.096
18 C 3.45 -0.43 0.73  -0.027
19 H -2.19 -2.66 -1.94  0.076
20 H 2.25 2.06 0.19  0.096
21 C -2.07 -1.72 -1.38  -0.127
22 C -0.67 0.57 0.44  -0.285
23 H 0.60 3.31 -0.69  0.045
24 C 0.75 0.54 -1.69  -0.007
25 S -1.30 0.67 1.96  0.898
26 C 0.40 1.20 -0.31  -0.590
27 H -3.10 -1.48 -0.98  0.095
28 H -1.58 -2.46 2.01  0.087
29 H -2.64 -3.13 0.82  0.068
30 H 0.25 -0.41 -1.77  0.035

---

Record 2
Density functional theory data (ωB97M-V with the def2-TZVPD basis set) for a molecular structure, C22H37IrN4OS2SbSe4 in a non-equilibrium geometry.

Values from the calculation:
- 2S+1: 2
- Energy relative to the best compared isomer or geometry (same formula, charge and spin): 17.54 kcal per mole
- Net charge: 0
- E_tot: -323856.4024 eV
- HOMO (spin up / spin down): -7.29 / -7.27 eV

Last column: Löwdin charge in e.
Element x y z (Å)
1 C 2.72 5.37 4.24  -0.576
2 S 3.50 6.64 5.19  1.018
3 H 2.92 1.29 -5.50  0.119
4 C 1.44 3.33 4.13  -0.016
5 H 2.43 4.28 1.04  0.111
6 H 1.49 0.63 -3.61  0.068
7 H 1.12 -0.33 -5.05  0.117
8 H 0.87 2.54 4.62  0.094
9 H 4.69 -1.69 -0.44  0.115
10 H -2.97 0.56 -0.87  0.027
11 H 6.33 -4.06 -2.74  0.072
12 H 2.74 -3.32 -2.38  0.123
13 H -1.06 2.03 -0.67  0.095
14 C 2.95 -1.15 -6.97  -0.109
15 H 2.39 -2.21 0.32  -0.045
16 Se -2.35 0.08 1.60  0.185
17 S 1.84 -0.07 -1.16  0.726
18 H -1.61 -2.50 -2.74  0.120
19 H -0.79 -2.68 -0.54  0.062
20 H -2.73 1.60 -2.26  0.119
21 H -0.29 1.23 -1.87  0.048
22 Se -0.88 -0.24 5.33  -0.090
23 H 2.45 -0.33 -7.49  0.080
24 C 3.16 0.39 -4.93  -0.189
25 C 2.39 8.05 5.06  -0.744
26 Sb -1.42 -1.45 3.36  -0.126
27 H -1.94 -0.14 -3.64  0.110
28 C 2.88 5.33 2.85  -0.110
29 H 3.45 6.11 2.36  0.107
30 H 4.72 -0.13 -6.30  0.109
31 N 2.48 -2.63 -1.70  0.030
32 H 4.59 -4.02 -2.89  0.053
33 Ir -0.23 -0.22 0.36  0.481
34 C 1.04 2.20 1.99  -0.117
35 H 4.61 -2.77 0.94  0.121
36 C -1.30 -1.59 -2.22  -0.240
37 H 2.47 -2.11 -4.03  0.135
38 C 3.85 -0.62 -5.86  -0.263
39 H 3.85 0.68 -4.14  0.116
40 H 4.25 -1.45 -5.27  0.093
41 C 1.59 3.28 2.74  -0.248
42 H 1.88 4.38 5.94  0.107
43 N -1.25 -1.80 -0.76  -0.148
44 N -1.00 1.13 -1.14  -0.131
45 C 1.01 7.86 4.51  -0.044
46 C -2.25 -0.45 -2.64  -0.164
47 Se 0.63 -1.85 2.00  0.072
48 H 0.96 7.11 3.73  0.064
49 H 6.33 -3.61 -0.42  0.106
50 N 2.09 -1.33 -3.51  0.015
51 H 2.17 -1.81 -6.59  0.064
52 C -2.31 0.76 -1.71  -0.260
53 H 2.62 -3.91 -0.07  0.129
54 C 1.88 -0.12 -4.29  -0.219
55 H -0.29 -1.35 -2.55  0.060
56 H 3.52 -1.71 -7.71  0.073
57 H -3.26 -0.84 -2.72  0.116
58 C 2.00 4.36 4.87  -0.091
59 H 5.00 -4.73 -0.59  0.109
60 C 2.93 -2.89 -0.33  -0.232
61 O 2.79 9.10 5.49  -0.004
62 C 0.57 1.29 1.35  -0.376
63 H 0.65 8.82 4.15  0.086
64 C 2.31 4.31 2.11  -0.034
65 C 5.33 -3.72 -0.84  -0.248
66 H 5.48 -2.51 -2.64  0.072
67 C 4.43 -2.71 -0.13  -0.187
68 H -2.19 -1.89 -0.38  0.009
69 Se -2.81 -3.29 2.19  0.022
70 H 0.36 7.53 5.33  0.096
71 C 2.15 -1.42 -2.17  -0.726
72 C 5.43 -3.57 -2.36  -0.113